This record from the Open Molecules 2025 dataset describes C42H50GeN3O4PtSi as an isolated structure. The level of theory is ωB97M-V with the def2-TZVPD basis set.

Structure (XYZ):
```
102
Properties=species:S:1:pos:R:3:forces:R:3:lowdin_charge:R:1
Pt -0.546 0.186 0.726 2.814 -0.015 -0.913 1.173
C -4.827 -0.690 4.698 0.257 -0.010 0.004 -0.035
N -3.654 -1.457 4.278 -0.151 0.095 -0.004 -0.139
C -3.550 -2.830 4.762 -0.093 0.103 -0.075 -0.022
C -2.726 -0.973 3.422 0.182 -0.282 0.051 -0.438
O -1.821 -1.644 2.951 0.062 0.216 0.102 0.053
C -2.840 0.514 3.075 -0.451 -0.080 -0.157 -0.105
O -1.607 1.066 2.645 0.196 0.121 0.147 -0.241
C -0.730 1.396 3.713 0.087 0.005 0.054 -0.091
C 0.660 0.822 3.480 -0.144 0.556 0.563 -0.404
O 0.851 0.024 2.564 -0.092 -0.546 -0.686 -0.049
N 1.631 1.239 4.305 -0.025 -0.203 -0.164 -0.117
C 1.416 2.225 5.365 -0.045 -0.062 -0.157 -0.019
C 3.013 0.807 4.085 -0.080 0.092 0.059 -0.001
H -5.596 -1.387 5.017 -0.050 -0.030 -0.038 0.095
H -5.230 -0.097 3.880 -0.051 -0.029 -0.019 0.092
H -4.607 -0.028 5.540 0.009 -0.022 0.021 0.096
H -4.306 -3.466 4.297 0.027 0.009 -0.004 0.098
H -3.698 -2.843 5.842 -0.006 0.014 -0.001 0.095
H -2.565 -3.216 4.530 0.058 -0.014 -0.053 0.086
H -3.227 1.076 3.926 0.054 0.173 -0.046 0.127
H -3.530 0.639 2.240 -0.052 -0.015 -0.027 0.143
H -1.118 0.997 4.655 0.033 0.009 -0.017 0.149
H -0.661 2.480 3.798 -0.093 0.085 -0.026 0.136
H 0.463 2.075 5.866 -0.016 -0.033 0.009 0.090
H 1.462 3.246 4.982 0.012 -0.012 -0.040 0.105
H 2.200 2.105 6.107 0.023 -0.038 0.023 0.097
H 3.034 0.045 3.315 -0.014 -0.031 -0.026 0.085
H 3.422 0.402 5.011 -0.045 0.003 -0.042 0.099
H 3.625 1.655 3.768 -0.050 -0.019 0.015 0.104
C -1.077 3.868 -2.084 -0.021 0.058 -0.170 -0.154
Si -1.531 3.060 -0.455 0.158 -0.850 -0.020 0.453
C -0.120 3.466 0.722 -0.121 0.190 0.211 -0.161
C -3.164 3.653 0.215 -0.139 0.258 -0.069 -0.160
N -1.711 1.263 -0.585 1.178 -0.236 1.686 -0.185
C -2.448 0.646 -1.553 -0.889 -0.643 -1.434 -0.314
C -3.115 1.377 -2.579 0.636 -0.208 0.960 -0.063
C -3.707 0.747 -3.640 -0.397 -0.820 -0.349 -0.103
C -3.701 -0.654 -3.722 -0.165 0.437 -0.256 -0.084
C -3.155 -1.410 -2.704 -0.088 0.253 0.073 -0.006
C -2.567 -0.778 -1.619 -0.419 1.594 -0.836 -0.245
O -2.127 -1.427 -0.536 0.305 -1.769 0.881 -0.074
C -1.763 -2.778 -0.651 -0.164 0.550 -0.105 -0.271
C -0.803 -3.167 -1.570 0.202 0.104 0.033 -0.024
C -0.440 -4.505 -1.632 0.019 -0.014 0.001 -0.059
C -1.034 -5.433 -0.784 0.009 -0.043 0.052 -0.080
C -1.990 -5.018 0.135 -0.009 0.068 -0.034 -0.063
C -2.364 -3.682 0.200 -0.111 -0.050 0.193 0.000
H -1.531 4.863 -2.142 0.043 -0.068 -0.019 0.051
H -1.382 3.308 -2.971 0.092 0.116 0.090 0.028
H 0.007 3.994 -2.128 -0.176 0.120 -0.006 -0.004
H 0.608 4.124 0.236 -0.154 -0.022 0.069 0.031
H 0.424 2.571 1.010 0.175 -0.162 0.044 -0.011
H -0.470 3.957 1.639 -0.003 -0.023 -0.138 0.034
H -3.118 4.724 0.444 -0.053 -0.103 -0.026 0.041
H -3.428 3.121 1.134 0.061 0.024 -0.055 0.021
H -3.974 3.499 -0.507 0.073 0.019 0.117 0.036
H -3.135 2.457 -2.514 -0.071 -0.127 -0.086 0.076
H -4.188 1.333 -4.413 0.004 -0.032 0.007 0.110
H -4.148 -1.153 -4.574 -0.007 0.066 0.060 0.107
H -3.205 -2.489 -2.735 0.019 -0.036 -0.002 0.124
H -0.343 -2.428 -2.219 -0.090 -0.063 -0.062 0.110
H 0.308 -4.821 -2.349 -0.016 0.002 0.028 0.111
H -0.748 -6.476 -0.837 -0.022 0.061 -0.005 0.106
H -2.457 -5.735 0.800 0.036 0.013 -0.045 0.108
H -3.112 -3.327 0.901 0.101 -0.066 -0.050 0.119
C 0.934 -0.760 -0.090 -3.108 1.452 1.140 -0.176
Ge 2.238 -0.286 -1.418 1.092 0.319 -1.072 0.956
C 1.371 -0.512 -3.166 -0.351 -0.258 0.122 -0.265
C 0.196 0.191 -3.448 0.083 0.046 0.014 -0.109
C -0.442 0.052 -4.674 0.080 0.078 -0.028 -0.064
C 0.080 -0.804 -5.636 0.054 -0.033 0.065 -0.067
C 1.226 -1.539 -5.356 0.046 0.068 0.119 -0.072
C 1.865 -1.397 -4.127 -0.024 -0.015 0.045 -0.098
C 2.962 1.526 -1.353 -0.113 0.128 0.307 -0.259
C 4.243 1.740 -0.838 -0.096 0.066 0.022 -0.101
C 4.802 3.015 -0.841 -0.006 -0.038 -0.008 -0.078
C 4.093 4.086 -1.370 -0.046 -0.073 0.031 -0.076
C 2.807 3.888 -1.864 0.017 -0.038 -0.012 -0.084
C 2.248 2.616 -1.854 0.046 -0.097 0.011 -0.114
C 3.744 -1.512 -1.221 -0.048 -0.039 0.018 -0.291
C 4.734 -1.540 -2.210 -0.002 -0.043 0.126 -0.120
C 5.803 -2.423 -2.118 -0.080 0.082 0.006 -0.072
C 5.905 -3.278 -1.027 -0.023 0.036 0.023 -0.078
C 4.948 -3.237 -0.023 -0.013 0.016 0.012 -0.080
C 3.873 -2.359 -0.119 0.045 0.010 -0.139 -0.106
H 0.981 -1.761 0.348 -0.151 -0.110 -0.032 0.016
H -0.235 0.844 -2.695 0.038 -0.015 -0.130 0.072
H -1.349 0.609 -4.878 0.097 -0.042 0.050 0.096
H -0.407 -0.905 -6.599 0.008 -0.013 0.077 0.109
H 1.624 -2.226 -6.094 -0.002 0.040 0.040 0.107
H 2.748 -1.990 -3.915 -0.034 0.011 -0.044 0.088
H 4.810 0.904 -0.442 0.010 0.056 -0.012 0.097
H 5.796 3.168 -0.432 -0.069 -0.019 -0.091 0.106
H 4.541 5.072 -1.406 -0.039 -0.047 0.055 0.107
H 2.246 4.727 -2.262 0.055 -0.071 -0.007 0.106
H 1.250 2.466 -2.254 0.182 -0.010 -0.004 0.069
H 4.672 -0.860 -3.054 0.024 -0.055 0.011 0.109
H 6.557 -2.438 -2.896 -0.024 -0.007 0.033 0.108
H 6.736 -3.969 -0.957 -0.035 0.033 0.003 0.107
H 5.037 -3.890 0.837 -0.009 0.012 -0.033 0.105
H 3.134 -2.335 0.675 0.043 -0.067 -0.010 0.086
```
Forces are in eV/Å.

Calculated values
* max |F|: 0.070 hartree/bohr
* net charge: +1

***

This record from the Open Molecules 2025 dataset describes C42H50N3O5S2Y as an isolated structure. The level of theory is ωB97M-V with the def2-TZVPD basis set.

Structure (XYZ):
```
103
Properties=species:S:1:pos:R:3:forces:R:3:lowdin_charge:R:1
Y 1.142 0.287 -0.361 0.790 -0.325 0.501 1.447
C 4.002 -0.099 -0.136 -0.026 -0.240 0.224 -0.066
C 3.600 -0.462 -1.426 -0.531 0.141 -0.558 -0.176
C 3.014 0.724 -2.040 0.291 0.233 0.023 -0.237
C 3.124 1.757 -1.054 0.058 -0.172 -0.137 -0.132
C 3.721 1.245 0.118 -0.534 0.680 -0.137 -0.242
C 4.061 2.031 1.374 0.117 -0.016 -0.007 -0.549
C 3.219 1.588 2.575 0.015 -0.028 0.011 -0.036
C 5.540 1.797 1.706 0.031 0.011 -0.031 -0.047
C 3.833 3.526 1.147 -0.030 0.011 -0.017 -0.053
C 2.653 1.119 -3.483 0.058 -0.069 -0.083 -0.534
C 1.811 2.407 -3.484 0.017 -0.006 0.024 -0.059
C 1.842 0.084 -4.271 -0.044 -0.039 -0.014 -0.060
C 3.948 1.427 -4.253 0.011 0.027 0.000 -0.037
C 3.750 -1.897 -1.939 0.115 -0.053 -0.001 -0.525
C 2.380 -2.563 -2.125 0.037 0.012 -0.024 -0.058
C 4.489 -2.753 -0.900 -0.010 -0.006 0.021 -0.063
C 4.583 -1.970 -3.226 0.017 -0.001 -0.008 -0.045
H 4.413 -0.779 0.593 -0.037 0.025 -0.025 0.114
H 2.778 2.769 -1.185 0.107 0.043 0.002 0.100
H 3.319 0.516 2.755 0.003 0.003 0.004 0.086
H 2.164 1.814 2.410 -0.008 0.010 0.008 0.071
H 3.536 2.120 3.477 0.009 -0.014 -0.018 0.089
H 5.731 0.746 1.933 -0.002 0.018 -0.009 0.081
H 5.833 2.390 2.577 -0.001 -0.008 -0.002 0.082
H 6.173 2.082 0.864 0.002 -0.001 0.018 0.090
H 2.782 3.740 0.936 0.014 -0.011 -0.006 0.082
H 4.431 3.893 0.310 -0.003 0.004 0.019 0.090
H 4.115 4.087 2.041 0.003 -0.011 -0.004 0.085
H 0.912 2.323 -2.866 -0.003 -0.004 -0.005 0.064
H 1.496 2.632 -4.505 0.002 -0.010 0.005 0.088
H 2.383 3.262 -3.124 -0.020 0.013 -0.014 0.082
H 0.898 -0.155 -3.775 -0.011 0.012 0.016 0.028
H 2.373 -0.849 -4.433 0.008 0.004 0.004 0.057
H 1.594 0.493 -5.254 0.021 -0.004 0.006 0.088
H 4.502 2.217 -3.741 0.001 -0.003 -0.011 0.091
H 3.718 1.767 -5.267 0.010 -0.009 0.025 0.086
H 4.600 0.557 -4.323 -0.030 0.006 0.007 0.065
H 1.901 -2.645 -1.147 -0.030 -0.039 -0.002 0.026
H 2.489 -3.579 -2.517 0.013 0.022 -0.004 0.094
H 1.721 -2.018 -2.801 -0.006 0.016 0.031 0.059
H 3.947 -2.790 0.047 0.007 0.014 -0.013 0.083
H 5.496 -2.375 -0.714 -0.009 -0.006 0.006 0.092
H 4.574 -3.775 -1.276 0.020 0.011 -0.003 0.086
H 4.106 -1.493 -4.078 0.004 -0.003 0.022 0.049
H 4.760 -3.016 -3.491 0.000 0.009 -0.002 0.084
H 5.552 -1.490 -3.074 -0.006 -0.011 0.002 0.094
O -2.487 0.628 4.939 -0.027 0.053 0.022 0.082
C -1.609 0.610 3.914 0.059 0.006 -0.052 -0.274
C -0.634 -0.377 3.790 0.042 0.053 0.035 0.083
C 0.182 -0.341 2.682 -0.062 -0.005 0.010 -0.171
N 0.052 0.597 1.752 -0.098 -0.013 -0.050 0.051
C -0.846 1.570 1.880 0.195 -0.065 0.073 -0.168
C -1.702 1.625 2.959 -0.125 0.025 0.036 0.069
C -0.818 2.563 0.720 -0.066 -0.075 -0.108 -0.596
O -1.646 3.460 0.695 0.056 0.056 0.021 0.051
O 0.086 2.291 -0.153 -0.106 0.013 0.091 -0.168
C 1.277 -1.361 2.377 -0.074 -0.032 0.084 -0.624
O 1.517 -2.239 3.189 -0.024 0.041 -0.011 0.061
O 1.834 -1.156 1.243 -0.151 -0.306 0.055 -0.196
H -2.358 -0.158 5.484 0.011 -0.029 -0.011 0.102
H -0.504 -1.163 4.521 -0.002 0.046 -0.003 0.116
H -2.422 2.427 3.054 0.013 -0.012 -0.013 0.136
S -0.572 -2.214 -0.162 -0.184 0.106 0.048 0.830
C -2.072 -1.513 -0.132 0.047 -0.135 0.024 -0.652
N -3.130 -2.049 0.479 0.125 -0.061 0.074 -0.084
C -4.409 -1.348 0.496 -0.041 -0.002 0.003 -0.098
C -4.158 0.123 0.666 -0.020 -0.012 -0.013 -0.083
N -3.285 0.572 -0.413 0.099 0.005 -0.057 -0.071
C -3.605 1.895 -0.973 -0.142 0.026 0.085 -0.115
C -4.891 1.839 -1.761 0.039 -0.030 0.002 -0.208
C -5.001 1.003 -2.871 -0.029 0.001 0.000 -0.033
C -6.190 0.939 -3.582 0.026 -0.024 -0.020 -0.075
C -7.278 1.711 -3.194 -0.010 0.014 0.012 -0.087
C -7.174 2.547 -2.094 0.006 0.001 -0.002 -0.078
C -5.984 2.607 -1.379 0.009 0.003 -0.009 -0.042
C -2.294 -0.190 -0.851 -0.083 0.347 -0.048 -0.682
S -1.318 0.247 -2.140 0.094 -0.194 -0.006 0.741
C -3.061 -3.363 1.143 0.036 0.073 -0.100 -0.112
C -2.639 -3.299 2.596 -0.036 0.061 0.006 -0.196
C -1.366 -3.702 2.986 -0.042 -0.034 -0.042 -0.040
C -1.003 -3.689 4.325 -0.036 -0.035 0.008 -0.079
C -1.908 -3.262 5.287 0.042 -0.053 0.018 -0.097
C -3.176 -2.841 4.906 -0.007 -0.023 -0.005 -0.096
C -3.540 -2.867 3.568 -0.005 -0.003 0.002 -0.044
H -4.998 -1.721 1.329 0.006 -0.022 -0.002 0.118
H -4.959 -1.536 -0.432 -0.011 -0.021 0.004 0.145
H -3.696 0.340 1.634 -0.002 0.003 -0.026 0.132
H -5.095 0.671 0.585 -0.001 0.030 0.013 0.136
H -2.762 2.220 -1.574 0.030 0.003 -0.036 0.092
H -3.690 2.584 -0.132 0.018 -0.007 -0.004 0.122
H -4.148 0.411 -3.185 -0.004 0.012 0.011 0.097
H -6.265 0.292 -4.447 0.002 0.010 0.014 0.105
H -8.204 1.662 -3.754 0.007 0.003 0.007 0.103
H -8.016 3.155 -1.789 0.004 -0.008 -0.007 0.104
H -5.899 3.265 -0.521 0.003 -0.008 -0.005 0.117
H -2.371 -3.984 0.576 0.020 -0.023 -0.002 0.098
H -4.058 -3.794 1.056 -0.013 -0.026 0.019 0.134
H -0.648 -4.023 2.242 -0.013 0.020 0.000 0.104
H 0.000 -3.986 4.600 -0.013 0.006 0.012 0.113
H -1.626 -3.264 6.333 -0.003 0.003 -0.009 0.109
H -3.892 -2.522 5.654 -0.013 -0.009 -0.005 0.107
H -4.549 -2.585 3.290 0.017 0.013 0.013 0.104
```
Forces are in eV/Å.

Calculated values
* max |F|: 0.019 hartree/bohr

***

Going through the records in order, we get HOMO-LUMO gap values of 5.395; 6.181 eV.